Entry 1:
DFT (wB97M-V/def2-TZVPD) results for C24H18AsCuFN2SSe as an isolated structure in a non-equilibrium geometry.

Geometry as XYZ:
```
49
Properties=species:S:1:pos:R:3:forces:R:3
Cu -0.178760 0.185502 -2.596869 -0.29 0.08 0.01
S 1.639572 -1.059851 -2.727959 -0.36 0.08 -0.62
C 2.258484 -0.893918 -1.118470 1.99 -0.24 2.38
C 3.661677 -0.929658 -0.859026 0.43 -0.19 -1.35
C 4.233829 -0.781524 0.407613 0.17 0.29 -1.07
C 3.405412 -0.687543 1.504897 0.92 -0.01 0.63
C 2.060160 -0.786678 1.332713 -2.09 0.33 0.95
C 1.491323 -0.838461 0.058901 -0.82 0.18 -1.18
As -0.412198 -0.929126 -0.430722 1.38 -0.41 1.42
C -0.562523 -2.867554 -0.354543 -0.12 -0.15 0.45
C -0.043615 -3.574274 0.750082 -1.33 -0.01 0.24
C -0.514034 -4.882436 0.997468 0.34 1.22 -1.57
C -1.362088 -5.494062 0.073569 -0.26 1.22 -0.38
C -1.858270 -4.774331 -1.057089 0.28 -1.38 -0.10
C -1.414827 -3.467367 -1.286958 -0.15 -0.26 0.45
C -1.092008 -0.383594 1.325901 -2.19 -2.00 -0.10
C -1.961455 -1.252712 2.065723 0.69 2.40 0.57
C -2.491248 -0.798277 3.296189 0.66 -1.30 -0.84
C -2.198673 0.478990 3.740308 -0.12 0.68 0.67
C -1.374718 1.326469 2.990456 -0.25 1.70 -0.34
C -0.864869 0.893276 1.752714 0.51 0.55 0.79
H 4.322847 -1.092016 -1.736179 -0.38 0.32 0.68
H 5.322557 -0.661028 0.518402 -0.61 -0.31 -0.17
H 3.820697 -0.538396 2.497590 -0.07 -0.13 -0.10
H 1.416266 -0.762906 2.259262 0.54 0.03 -1.27
H 0.522512 -3.060655 1.539649 -0.03 -0.23 -0.61
H -0.186200 -5.390365 1.870803 0.21 -0.46 0.54
H -1.652960 -6.504048 0.301671 -0.34 -0.23 -0.30
H -2.540758 -5.321013 -1.774808 0.87 0.91 0.90
H -1.730269 -2.855695 -2.138626 -0.15 -0.47 0.22
H -2.234173 -2.195449 1.680102 -0.11 -1.00 -0.27
H -3.042807 -1.520002 3.926203 0.08 0.69 -0.49
H -2.670074 0.799434 4.693004 0.59 -0.01 -0.75
H -1.225650 2.435462 3.261388 -0.16 -2.03 -0.15
H -0.206321 1.495088 1.126262 -0.27 0.35 0.39
Se -2.190940 2.411292 -3.399678 1.23 1.46 -1.86
N -0.780811 2.045756 -2.372406 -0.59 -0.88 0.61
C -0.177497 3.172356 -1.989287 -0.52 1.94 -0.72
C 0.757732 3.398717 -0.956186 -0.35 -0.02 -0.60
C 1.107397 4.702134 -0.657180 0.89 -0.78 1.59
C 0.574136 5.768045 -1.361994 -1.28 1.83 -0.32
C -0.354910 5.612405 -2.382826 1.37 0.08 0.16
C -0.700610 4.318572 -2.758405 1.72 -0.80 0.76
N -1.555835 4.059808 -3.733564 -2.73 -0.94 1.29
H 1.112912 2.526382 -0.440162 0.32 -0.07 0.44
H 1.733890 4.937803 0.258368 -0.63 -0.50 -1.39
H 0.761800 6.787465 -0.987996 0.08 -0.56 -0.30
H -0.844813 6.407451 -2.925329 0.22 0.31 0.18
F -1.779312 0.540549 -4.182998 0.75 -1.28 0.57
```
Forces are in eV/Å.

Properties
⟨S²⟩: 0.759
Highest occupied orbital energy (alpha / beta) in eV: -7.762 / -7.761
Spin multiplicity: 2
Kohn-Sham gap (alpha / beta) in eV: 7.063 / 5.414
DFT total energy in Ha: -7810.505034

Entry 2:
DFT (wB97M-V/def2-TZVPD) results for one molecule with the formula C26H25N5O5S.

Geometry as XYZ:
```
62
Properties=species:S:1:pos:R:3:forces:R:3
C -4.451868 -2.134961 -1.791237 0.13 -0.09 -0.22
H -5.297075 -2.268740 -2.463998 0.08 -0.01 0.01
H -4.005941 -3.106858 -1.563003 0.00 0.02 0.00
O -4.983910 -1.522531 -0.638782 -0.09 0.11 0.40
C -4.142240 -1.211115 0.372255 -0.12 0.09 0.26
C -2.787983 -1.503685 0.385140 -0.21 -0.03 -0.18
C -1.975792 -1.151338 1.470019 -0.72 0.09 0.08
C -2.571278 -0.508669 2.567603 0.31 -0.12 -0.23
C -3.915652 -0.206172 2.559931 -0.36 -0.02 -0.18
C -4.714483 -0.543157 1.475654 0.14 -0.07 -0.08
O -6.055632 -0.250316 1.478440 0.28 -0.38 0.18
C -6.363538 1.076144 1.049754 -0.03 0.29 -0.16
C -5.901190 1.318694 -0.362426 -0.05 0.08 0.13
C -6.722260 1.008219 -1.437896 0.04 0.08 0.06
C -6.259698 1.147122 -2.733918 -0.12 -0.05 -0.07
C -4.968359 1.589036 -2.967667 0.06 -0.01 -0.06
C -4.143463 1.899537 -1.900484 0.13 0.01 -0.04
C -4.608209 1.766525 -0.603840 -0.10 0.09 0.04
H -3.959024 2.006356 0.227550 0.04 0.02 0.08
H -3.133785 2.241310 -2.076410 0.07 0.03 -0.02
H -4.604174 1.688758 -3.979717 0.02 0.02 -0.08
H -6.905392 0.903522 -3.564943 -0.06 -0.01 -0.07
H -7.723124 0.646806 -1.254371 -0.13 -0.05 0.02
H -5.901212 1.803554 1.733464 -0.09 -0.12 -0.07
H -7.450360 1.143904 1.128792 0.12 0.07 0.01
H -4.371740 0.295910 3.400418 -0.07 0.03 0.07
H -1.966455 -0.233614 3.418574 0.08 0.01 0.08
C -0.558982 -1.373366 1.554072 0.73 -0.16 -0.31
C 0.413331 -1.789816 0.691918 -0.69 0.02 0.06
C 1.775804 -1.724527 1.239020 0.53 0.16 0.67
N 2.011682 -1.540294 2.465399 0.00 -0.03 0.47
H 2.996267 -1.502562 2.707075 0.07 -0.01 -0.27
N 2.805321 -1.842195 0.283454 -0.25 -0.07 -0.58
C 2.514418 -1.949642 -1.048040 -0.30 -0.17 0.00
N 1.360593 -2.159911 -1.536297 0.24 0.03 -0.90
C 0.262210 -2.292251 -0.702207 -0.08 0.01 0.19
O -0.739798 -2.814856 -1.138056 -0.07 -0.01 0.06
S 4.003086 -1.822999 -1.965599 0.03 0.07 0.40
C 4.857199 -1.665304 -0.423579 -0.70 -0.18 -0.35
N 4.103218 -1.693642 0.605981 0.69 0.02 0.62
C 6.318225 -1.446585 -0.376002 0.38 0.32 -0.16
C 6.637917 -0.001521 -0.814713 0.07 -0.48 0.29
O 7.101258 0.214025 -1.913815 0.11 -0.11 -0.51
N 6.383805 0.976745 0.075003 0.05 0.38 0.12
C 5.731795 0.873880 1.362376 -0.39 0.07 0.23
H 5.553633 -0.159827 1.644336 0.06 0.10 0.03
H 6.373984 1.351933 2.111240 -0.05 -0.08 -0.01
C 4.397245 1.632739 1.300679 0.13 -0.34 0.20
O 4.592302 2.975133 0.933349 -0.02 0.16 0.09
C 5.225047 3.074924 -0.323422 0.32 -0.01 -0.15
H 5.349735 4.140395 -0.518949 0.01 -0.07 -0.07
C 6.580500 2.362259 -0.317666 -0.19 0.29 -0.27
H 7.032830 2.379534 -1.309139 -0.02 0.04 0.13
H 7.247506 2.842635 0.405155 -0.02 -0.01 -0.05
H 4.585411 2.633822 -1.103214 0.05 0.04 0.04
H 3.915977 1.645656 2.279502 0.00 -0.08 -0.05
H 3.729702 1.137942 0.577198 0.04 -0.01 0.06
H 6.812225 -2.094361 -1.101498 0.04 0.08 0.12
H 6.702396 -1.650965 0.622555 -0.08 -0.07 -0.02
H -0.146485 -1.088507 2.518018 -0.01 0.04 -0.05
H -2.342730 -2.024917 -0.443029 -0.03 -0.03 -0.01
H -3.702766 -1.497808 -2.269980 0.00 -0.02 0.02
```
Forces are in eV/Å.

Properties
Highest occupied orbital energy in eV: -8.241
Energy above the lowest of the compared OMol25 structures with the same formula, charge and spin in eV: 0.000
Kohn-Sham gap in eV: 7.380
DFT total energy in Ha: -2053.903624

Entry 3:
DFT (wB97M-V/def2-TZVPD) results for one molecule with the formula C18H14BrN3O4 in a non-equilibrium geometry.

Geometry as XYZ:
```
40
Properties=species:S:1:pos:R:3:forces:R:3
C -2.211006 -2.610030 -0.539960 -6.20 4.65 5.56
C -1.252954 -1.861056 0.330961 -3.79 1.12 2.13
C 0.102262 -2.056880 0.442923 -5.53 -7.22 -7.89
C 0.812107 -1.475754 1.324154 0.97 -0.95 -0.32
C 0.228938 -0.631184 2.006057 -5.81 11.16 10.92
C -1.192028 -0.231214 2.092187 1.45 -0.83 -0.70
C -2.009721 -0.956390 1.294924 2.25 -0.57 -3.03
Br -3.773551 -0.320214 0.855095 0.49 -0.50 0.67
H -1.622124 0.663140 2.550490 0.84 -0.35 0.51
H 0.864056 0.035690 2.849887 -1.40 -1.85 -2.51
N 2.070233 -1.539024 1.472564 11.22 -2.31 -0.05
C 2.988811 -1.665758 0.394270 6.80 -5.26 7.58
O 4.233500 -2.325584 0.637814 -7.36 4.14 -1.31
C 2.753922 -1.170102 -0.864449 -3.47 -3.86 -5.44
N 1.743204 -0.209914 -1.027683 1.32 3.52 4.91
N 1.947937 0.784752 0.025298 10.77 -11.59 -4.00
C 1.186649 1.595096 0.153420 -11.48 12.74 3.80
C -0.179086 1.707208 -0.456208 2.66 3.05 1.02
C -1.041289 2.815025 -0.367267 -4.79 -0.36 2.11
C -2.378931 2.662716 -0.848306 1.66 -0.31 -3.83
C -2.629170 1.590862 -1.977426 -2.65 7.48 5.90
C -1.725310 0.752174 -1.978015 8.49 -8.74 -5.17
C -0.392830 0.837338 -1.401596 -2.64 -3.56 -0.25
C 0.538713 -0.278142 -1.497966 -0.92 -3.97 -10.73
O 0.467902 -1.107114 -2.662445 -0.50 3.04 6.03
H -1.670827 -0.124754 -2.848099 -0.58 1.95 2.51
H -3.521337 1.354908 -2.399073 -2.67 0.19 -1.29
H -3.087014 3.502712 -0.800630 0.27 -0.55 0.56
H -1.049150 3.460490 0.520948 0.86 0.20 -0.81
C 1.613600 2.759392 1.142995 -4.72 1.67 -0.66
O 0.847845 3.597784 1.676269 2.20 -2.75 -0.75
O 2.873635 2.856696 1.033361 4.18 3.30 4.32
H 3.189175 3.585406 1.842640 -1.21 -2.69 -3.46
H 3.645846 -1.038677 -1.373136 1.72 0.95 -0.96
H 2.296815 -2.135053 -1.512304 1.06 2.17 1.44
H 2.528473 -1.682198 2.427521 -0.94 0.21 -2.09
H 0.396199 -2.930354 -0.302213 0.18 2.07 1.66
H -2.940248 -3.251986 0.182981 1.72 1.33 -2.06
H -2.889259 -1.884433 -1.199229 1.24 -1.29 1.78
H -1.763974 -3.075564 -1.200768 4.32 -5.42 -6.12
```
Forces are in eV/Å.

Properties
Highest occupied orbital energy in eV: -8.981
Kohn-Sham gap in eV: 8.408
DFT total energy in Ha: -3733.134211

Which formula does entry 3 have?
C18H14BrN3O4